# C36H45BCoN10O7S4

A molecular structure, C36H45BCoN10O7S4 (ωB97M-V/def2-TZVPD, OMol25).

Atoms and positions in Å:
C: 0.231561 3.633307 -3.481242
C: -3.908196 -2.856770 -0.919689
H: -0.586583 -1.602850 6.646339
C: -2.212972 0.494849 -4.670148
C: -0.366046 -3.044617 -4.549815
C: -3.828307 -2.280201 0.343520
C: -1.069783 -0.270400 3.408133
N: 0.338161 -1.787222 -2.505403
S: -1.828536 -1.295542 4.639140
H: -1.919928 1.828252 0.967450
H: -0.119362 5.899017 0.577401
H: 1.065081 -4.978703 0.257061
H: 0.315862 -0.355591 -4.242717
S: 2.484200 -1.242280 2.425570
C: -6.152933 -3.572887 -0.501469
O: -1.626101 -1.537684 -0.115637
S: 0.134711 0.832743 4.020041
H: -0.358260 -4.088458 -4.864075
H: 4.048064 0.184925 0.663750
C: 0.346353 8.406870 -2.325864
C: -0.891356 8.273855 -1.708742
C: 0.013877 6.594489 -0.242110
N: -2.545211 -1.062666 1.938377
C: 3.683253 1.064664 -2.336955
C: 1.248934 6.718815 -0.867088
C: -2.695985 1.914921 0.211719
H: -3.136435 0.965439 -5.007561
H: 3.037420 1.549650 1.001047
C: 2.817122 0.552218 -4.730595
O: 1.685393 -2.197200 3.213163
H: -1.380119 -2.661801 -4.690033
C: 0.061560 -2.953172 -3.121373
H: 1.788030 -3.437049 0.786207
H: -3.862163 1.791922 -2.551145
C: 0.634589 -3.319864 -1.009120
C: -0.748646 -0.744044 5.992449
O: 3.418306 -1.921939 1.515840
C: -2.022248 0.771431 -3.215184
C: -0.865381 4.691737 -3.467509
H: -4.036757 -1.386561 2.538510
C: 0.242517 -3.963823 -2.199305
O: 3.569826 6.446330 -0.499886
C: 1.415489 7.637093 -1.898053
B: 0.341411 -0.345074 -3.039563
H: -5.096100 -3.943629 -2.342239
H: 0.109072 -5.021909 -2.359940
N: 0.695491 -2.016051 -1.215500
O: -4.944291 -1.820365 2.427516
C: 3.076285 0.943850 -1.067523
Co: 0.200349 -0.359728 0.161264
H: 0.070335 -3.716579 1.007702
H: -3.555801 1.331063 0.546483
H: -1.384393 0.884637 -5.263387
C: 3.725837 1.147389 0.259658
C: -4.942532 -2.356855 1.199637
H: 0.773408 3.661577 -4.431429
C: 1.247959 3.815807 -2.366546
H: -1.247881 0.047797 6.554062
N: -1.394020 -0.315650 2.179015
C: -1.052593 7.377200 -0.663162
H: 2.057662 3.090716 -2.453407
H: 4.597956 1.797968 0.148333
C: 0.560923 -0.252156 5.396991
C: 2.727616 0.662362 -3.243811
H: 3.035790 4.395782 0.739263
C: -2.208123 1.406754 -1.103682
H: 0.293357 -2.478290 -5.209553
H: 1.680714 4.812257 -2.450473
C: -6.098451 -3.009125 0.761013
H: -0.207669 2.637091 -3.401877
N: 0.585860 3.664766 -1.070092
C: -2.879450 1.403509 -2.336290
H: 0.476818 9.110711 -3.138455
H: 4.690814 1.385903 -2.548701
C: 1.167136 3.848687 0.127445
N: 1.615622 0.351671 -2.546889
H: -1.422083 4.661765 -2.529328
O: 3.162757 -0.264551 3.286422
H: -3.026022 -2.784412 -1.545103
H: 2.699939 -0.481516 -5.061906
N: -0.905541 0.444577 -2.539480
C: -2.558660 -1.580276 0.725339
N: 1.828759 0.519885 -1.214019
H: -2.013615 7.275779 -0.175441
H: -0.084514 2.899831 -1.038597
S: 0.675739 3.115128 1.514184
H: -0.445833 5.697090 -3.568222
O: 1.498866 -0.441755 1.564449
H: 1.162407 -1.065526 4.985255
C: -5.056380 -3.500884 -1.354431
H: 3.792608 0.910267 -5.059933
H: -7.059814 -4.074768 -0.821795
N: -1.016877 0.831899 -1.243172
C: 0.910758 -3.900582 0.334179
H: -1.575470 4.532706 -4.281516
H: -2.282048 -0.575474 -4.870338
H: -2.999907 2.962367 0.134748
H: 2.394349 7.731610 -2.350219
C: 2.462552 5.948059 -0.423427
H: -6.943433 -3.056913 1.437422
H: 2.045168 1.143043 -5.228555
N: 2.273324 4.723482 0.161847
H: -1.730784 8.870998 -2.043637
H: 1.142541 0.326379 6.114707

Forces on the atoms, in the same order (eV/Å):
0.0 0.0 0.0
0.0 0.0 0.0
0.0 0.0 0.0
0.0 0.0 0.0
0.0 0.0 0.0
0.0 0.0 0.0
0.1 0.0 0.0
0.1 0.0 0.1
0.0 0.0 0.0
0.0 0.0 0.0
0.0 0.0 0.0
0.0 0.0 0.0
0.0 0.0 0.0
0.0 0.0 0.0
0.0 0.0 0.0
0.0 0.1 0.0
0.0 0.0 0.0
0.0 0.0 0.0
0.0 0.0 0.0
0.0 0.0 0.0
0.0 0.0 0.0
0.0 0.0 0.0
0.0 0.0 -0.1
0.0 0.0 0.0
0.1 -0.1 0.0
0.0 0.0 0.0
0.0 0.0 0.0
0.0 0.0 0.0
0.0 0.0 0.0
0.0 0.0 0.0
0.0 0.0 0.0
0.0 0.0 0.0
0.0 0.0 0.0
0.0 0.0 0.0
0.0 0.0 0.0
0.0 0.0 0.0
0.0 0.0 0.0
0.0 0.0 0.0
0.0 0.0 0.0
0.0 -0.1 0.0
0.0 0.0 0.0
0.1 0.0 0.0
0.0 0.0 0.0
0.0 0.0 0.0
0.0 0.0 0.0
0.0 0.0 0.0
-0.1 0.1 0.0
0.0 0.0 0.0
0.0 -0.1 0.0
0.1 -0.4 -0.1
0.0 0.0 0.0
0.0 0.0 0.0
0.0 0.0 0.0
0.0 0.0 0.0
0.0 0.0 0.0
0.0 0.0 0.0
0.0 0.1 0.0
0.0 0.0 0.0
0.0 0.1 0.0
0.0 0.0 0.0
0.0 -0.1 0.0
0.0 0.0 0.0
0.0 0.0 0.0
0.0 0.0 0.0
0.0 0.0 0.0
0.0 0.0 0.0
0.0 0.0 0.0
0.0 0.0 0.0
0.0 0.0 0.0
0.0 0.0 0.0
0.1 -0.1 0.0
0.0 0.0 0.0
0.0 0.0 0.0
0.0 0.0 0.0
-0.2 0.0 0.0
0.0 0.1 0.0
0.0 0.0 0.0
0.0 0.0 0.0
0.0 0.0 0.0
0.0 0.0 0.0
0.0 -0.1 0.0
-0.1 -0.1 0.0
0.0 0.2 0.0
0.0 0.0 0.0
-0.1 0.0 0.0
0.0 0.0 0.0
0.0 0.0 0.0
0.0 0.0 0.0
0.0 0.0 0.0
0.0 0.0 0.0
0.0 0.0 0.0
0.0 0.0 0.0
-0.1 0.1 0.1
0.0 0.0 0.0
0.0 0.0 0.0
0.0 0.0 0.0
0.0 0.0 0.0
0.0 0.0 0.0
-0.2 0.0 0.2
0.0 0.0 0.0
0.0 0.0 0.0
0.2 0.0 -0.2
0.0 0.0 0.0
0.0 0.0 0.0

Calculated values
HOMO-LUMO gap (alpha / beta) = 6.1 / 6.1 eV
Charge = -2
Total energy = -5473.7721 hartree
ΔE to the lowest compared entry with this formula, charge and spin = 0.000 eV
Spin multiplicity = 4

Atom charges from the Mulliken analysis, given in e for atoms 1 to 99: atom 1 (C): 0.559, atom 2 (C): -0.527, atom 3 (H): 0.366, atom 4 (C): -1.652, atom 5 (C): -1.460, atom 6 (C): 0.147, atom 7 (C): -0.141, atom 8 (N): 0.267, atom 9 (S): -0.164, atom 10 (H): -0.100, atom 11 (H): 0.324, atom 12 (H): 0.421, atom 13 (H): -0.209, atom 14 (S): 1.296, atom 15 (C): -0.282, atom 16 (O): 0.379, atom 17 (S): -0.068, atom 18 (H): 0.410, atom 19 (H): 0.208, atom 20 (C): -0.587, atom 21 (C): -0.351, atom 22 (C): -0.028, atom 23 (N): -0.449, atom 24 (C): -1.636, atom 25 (C): 0.374, atom 26 (C): -1.303, atom 27 (H): 0.463, atom 28 (H): 0.138, atom 29 (C): -1.614, atom 30 (O): -0.772, atom 31 (H): 0.144, atom 32 (C): 1.009, atom 33 (H): 0.130, atom 34 (H): 0.440, atom 35 (C): 0.793, atom 36 (C): -0.508, atom 37 (O): -0.764, atom 38 (C): 1.280, atom 39 (C): -1.408, atom 40 (H): 0.554, atom 41 (C): -1.597, atom 42 (O): -0.691, atom 43 (C): -0.463, atom 44 (B): -0.443, atom 45 (H): 0.407, atom 46 (H): 0.435, atom 47 (N): 0.153, atom 48 (O): -0.769, atom 49 (C): 0.453, atom 50 (Co): 1.044, atom 51 (H): 0.147, atom 52 (H): 0.359, atom 53 (H): 0.243, atom 54 (C): -1.584, atom 55 (C): 0.485, atom 56 (H): 0.550, atom 57 (C): -0.252, atom 58 (H): 0.259, atom 59 (N): 0.276, atom 60 (C): -0.645, atom 61 (H): -0.547, atom 62 (H): 0.434, atom 63 (C): -0.521, atom 64 (C): 0.999, atom 65 (H): 0.298, atom 66 (C): 0.682, atom 67 (H): 0.212, atom 68 (H): 0.710, atom 69 (C): -0.694, atom 70 (H): -0.778, atom 71 (N): 1.615, atom 72 (C): -1.776, atom 73 (H): 0.367, atom 74 (H): 0.450, atom 75 (C): -1.193, atom 76 (N): 0.296, atom 77 (H): 0.193, atom 78 (O): -0.818, atom 79 (H): 0.450, atom 80 (H): 0.242, atom 81 (N): 1.032, atom 82 (C): -0.447, atom 83 (N): 1.034, atom 84 (H): 0.426, atom 85 (H): -1.025, atom 86 (S): -0.102, atom 87 (H): 0.295, atom 88 (O): -0.755, atom 89 (H): 0.106, atom 90 (C): -0.990, atom 91 (H): 0.406, atom 92 (H): 0.341, atom 93 (N): 0.727, atom 94 (C): -1.361, atom 95 (H): 0.471, atom 96 (H): 0.150, atom 97 (H): 0.389, atom 98 (H): 0.429, atom 99 (C): 0.302



# C3H8S

A single C3H8S molecule at a distorted geometry (ωB97M-V/def2-TZVPD, OMol25).

Atoms and positions in Å:
C: 0.064807 -1.118473 1.787928
H: -0.362125 -1.320190 2.794034
C: 0.134024 0.842909 -0.309621
S: -0.936897 0.169531 1.011484
H: 1.077812 -0.883152 2.023923
H: 1.121170 0.229569 -0.226508
H: 0.508309 1.898824 -0.110138
C: -0.356906 0.606145 -1.711197
H: 0.148695 -2.012374 1.154026
H: -1.500139 0.853680 -1.954240
H: -0.175774 -0.332747 -2.071885
H: 0.277024 1.066277 -2.387805

Forces on the atoms, in the same order (eV/Å):
-0.3 -0.7 0.3
-0.2 -0.2 -0.9
2.7 -0.7 0.8
0.1 0.4 0.0
0.8 0.9 -0.1
-1.5 1.0 0.0
-1.1 -1.1 -0.2
-3.5 1.7 0.4
-0.5 0.1 0.4
2.6 -0.3 0.7
-0.1 -3.2 -0.1
1.0 2.1 -1.4

Calculated values
HOMO-LUMO gap = 9.6 eV
Total energy = -517.2471 hartree
ΔE to the lowest compared entry with this formula, charge and spin = 0.910 eV
SMILES string = CCSC

Charges computed using natural (NBO), reported in e: atom 1 (C): -0.754, atom 2 (H): 0.236, atom 3 (C): -0.539, atom 4 (S): 0.185, atom 5 (H): 0.214, atom 6 (H): 0.216, atom 7 (H): 0.223, atom 8 (C): -0.618, atom 9 (H): 0.211, atom 10 (H): 0.207, atom 11 (H): 0.209, atom 12 (H): 0.211



# Cl3OP2

A molecular structure, Cl3OP2 at a distorted geometry (ωB97M-V/def2-TZVPD, OMol25).

Atoms and positions in Å:
P: -0.961005 -0.154132 -0.688996
Cl: 0.865166 -1.081318 1.187666
O: 1.555548 0.791655 -0.638196
P: 2.335261 0.014755 0.297188
Cl: -2.425314 -1.222567 -0.025626
Cl: -1.369657 1.651608 -0.132038

Forces on the atoms, in the same order (eV/Å):
0.9 -0.2 -0.9
-0.9 -0.9 0.9
-0.3 1.0 -1.1
1.4 0.0 0.3
-0.8 -0.5 0.5
-0.2 0.6 0.3

Calculated values
HOMO-LUMO gap = 8.5 eV
Charge = +1
Total energy = -2138.2880 hartree
ΔE to the lowest compared entry with this formula, charge and spin = 0.868 eV

Charges computed using natural (NBO), reported in e: atom 1 (P): 1.051, atom 2 (Cl): -0.286, atom 3 (O): -1.001, atom 4 (P): 1.457, atom 5 (Cl): -0.118, atom 6 (Cl): -0.104



# C2H8OS2

2 unconnected molecules or ions with the total composition C2H8OS2 at a distorted geometry (ωB97M-V/def2-TZVPD, OMol25).

Atoms and positions in Å:
C: 2.453944 0.370404 -1.563727
H: 3.392967 -0.103641 -1.621182
S: -1.921038 0.068156 1.277612
C: 2.259406 0.973747 -0.225654
H: 1.370208 1.566926 -0.195946
H: -0.787054 1.035535 1.229716
H: 2.330881 1.227373 -2.194838
H: 2.796931 -0.662027 0.881597
H: 3.146221 1.452240 0.012621
H: -2.252184 0.202890 -1.298556
O: 2.114906 -0.012830 0.787308
H: 1.665751 -0.316598 -1.964177
S: -1.632905 -0.840965 -0.678325

Forces on the atoms, in the same order (eV/Å):
-2.1 -0.1 -1.1
1.2 -0.4 -0.4
2.2 1.0 -1.4
-0.4 -2.9 0.6
-0.3 0.6 0.3
-2.0 -1.9 0.1
0.7 0.5 -1.1
0.8 -0.1 -0.5
1.5 2.0 0.3
0.2 -0.6 0.0
-1.9 0.2 1.0
0.5 0.3 1.0
-0.5 1.4 1.3

Calculated values
HOMO-LUMO gap = 9.5 eV
Total energy = -952.5599 hartree
ΔE to the lowest compared entry with this formula, charge and spin = 1.461 eV
SMILES string = CCO.SS

Charges computed using natural (NBO), reported in e: atom 1 (C): -0.630, atom 2 (H): 0.200, atom 3 (S): -0.164, atom 4 (C): -0.052, atom 5 (H): 0.173, atom 6 (H): 0.160, atom 7 (H): 0.209, atom 8 (H): 0.470, atom 9 (H): 0.163, atom 10 (H): 0.134, atom 11 (O): -0.749, atom 12 (H): 0.216, atom 13 (S): -0.131